2 unconnected molecules or ions with the total composition H4N3O, computed with ωB97M-V with the def2-TZVPD basis set.

Each line ends with the natural charge from an NBO analysis.
CARTESIAN COORDINATES (ANGSTROEM)
1 O -0.54456 -0.14005 -1.45438  -0.63
2 N 0.74371 0.26352 1.06307  -0.53
3 N 0.50321 -0.90392 -1.24400  -0.36
4 N -0.48436 0.81763 0.79956  -0.66
5 H -1.16420 0.19687 1.25420  0.30
6 H 1.43946 0.88302 0.63222  0.28
7 H -0.67478 0.66925 -0.27259  0.38
8 H 0.18152 -1.78632 -0.77808  0.22

Cartesian forces, eV/Å:
O -0.04 -0.65 -0.50
N -0.12 0.03 0.29
N 0.19 0.26 0.04
N 0.15 -0.22 0.21
H 0.24 0.25 -0.11
H -0.34 -0.20 -0.22
H 0.06 0.16 0.33
H -0.15 0.36 -0.04

Results
charge = -1
ΔE to the lowest compared entry with this formula, charge and spin = 2.963 eV
multiplicity = 1
max |F| = 0.8 eV Å⁻¹
E_LUMO (spin up / spin down) = 0.197 / 0.197 hartree



3 unconnected molecules or ions with the total composition C8H23N3O4PS3 at a distorted geometry, computed with ωB97M-V with the def2-TZVPD basis set.

Each line ends with the natural charge from an NBO analysis.
CARTESIAN COORDINATES (ANGSTROEM)
1 S -1.96522 1.42462 -1.51620  1.22
2 S -2.11193 -3.75423 0.02509  1.23
3 S 0.67228 -1.75760 1.09286  -0.49
4 P 2.39993 -0.89529 1.38731  0.76
5 O 0.74257 2.81563 1.21899  -0.28
6 O -0.03004 3.28080 0.14835  -0.43
7 O -2.36696 -3.01386 1.29630  -0.98
8 O -1.26667 1.40597 -2.83813  -0.99
9 N 5.21557 3.09586 1.17558  -0.90
10 N 3.52688 2.47958 -0.42050  -0.61
11 N 3.10860 1.89777 1.80458  -0.49
12 C -3.09908 2.82520 -1.52358  -0.82
13 C -3.23735 0.14837 -1.55349  -0.83
14 C 0.78625 1.36917 1.20876  -0.14
15 C 4.02063 2.53268 0.92790  0.79
16 C -3.71486 -4.15157 -0.70061  -0.83
17 C 2.29170 0.94443 0.94934  -0.21
18 C -1.67851 -5.44820 0.46441  -0.83
19 C 2.89408 1.14254 -0.50196  -0.25
20 H -3.73311 2.78356 -2.40968  0.24
21 H -4.34331 -4.64938 0.03864  0.24
22 H 5.40787 4.08877 1.24262  0.46
23 H -3.57114 -4.79607 -1.56863  0.23
24 H -3.86278 0.27526 -2.43793  0.24
25 H -2.74638 -0.82381 -1.59070  0.24
26 H 0.11537 0.96387 0.41953  0.25
27 H -4.18973 -3.22264 -1.01450  0.24
28 H 2.99555 3.28238 -0.76307  0.44
29 H 0.50477 1.02659 2.23524  0.23
30 H 2.74677 -1.11354 2.76536  0.02
31 H -2.43483 -5.86416 1.13101  0.24
32 H 3.33973 -1.53525 0.51180  0.02
33 H -1.60085 -6.05097 -0.44126  0.23
34 H 3.78305 0.45010 -0.46503  0.20
35 H -2.51140 3.74235 -1.54022  0.24
36 H -3.84386 0.21353 -0.64943  0.24
37 H 0.25106 2.87047 -0.69200  0.45
38 H 2.24382 0.93382 -1.38039  0.28
39 H 3.67246 1.24775 2.37698  0.41
40 H -0.71519 -5.43367 0.97266  0.24
41 H 6.01408 2.46533 1.23447  0.45
42 H -3.70978 2.80382 -0.62045  0.24

Cartesian forces, eV/Å:
S -0.49 -0.25 -0.16
S -0.09 -0.06 0.08
S 0.38 0.32 0.01
P -1.92 -1.50 -0.23
O 0.75 -1.20 -0.15
O -0.94 0.82 -0.71
O 0.02 -0.13 -0.26
O 0.10 0.12 0.27
N 0.43 -0.23 1.26
N -0.03 -0.41 1.86
N 4.45 -2.02 -2.72
C 0.00 0.06 -0.01
C -0.04 -0.07 -0.06
C 0.47 0.15 0.10
C -3.29 0.27 -1.83
C -0.07 -0.05 0.03
C -1.52 0.53 -0.32
C -0.01 -0.07 0.05
C 0.38 -0.41 1.39
H 0.08 -0.09 -0.01
H 0.07 0.03 0.04
H -0.27 -0.19 -0.33
H 0.05 0.03 0.01
H 0.08 0.08 -0.02
H 0.09 0.09 0.03
H 0.36 0.20 0.85
H 0.09 0.00 0.04
H 0.51 0.02 -0.10
H -0.02 0.16 -0.92
H 0.65 0.66 -0.65
H -0.02 0.09 -0.01
H 0.36 0.87 0.72
H 0.00 0.06 -0.01
H -0.92 0.42 -0.87
H 0.04 -0.07 0.03
H 0.08 0.02 0.02
H 0.37 -0.15 0.42
H 0.42 0.37 0.76
H -0.31 1.09 1.18
H -0.03 0.10 -0.04
H -0.28 0.34 0.25
H 0.07 -0.03 0.01

Results
charge = +1
multiplicity = 1
max |F| = 5.6 eV Å⁻¹
E_LUMO = -0.202 hartree



A molecular structure, C3H6Cl2S at a distorted geometry, computed with ωB97M-V with the def2-TZVPD basis set.

Each line ends with the natural charge from an NBO analysis.
CARTESIAN COORDINATES (ANGSTROEM)
1 Cl 2.14513 1.60805 -0.91861  0.09
2 Cl 2.16858 0.43312 1.73634  -0.04
3 S 2.96049 -1.19355 -0.70781  0.02
4 C 0.04535 -0.32540 -0.21511  -0.32
5 C -0.83340 0.79797 0.11851  -0.66
6 C 1.94052 0.22711 -0.04798  -0.30
7 H -1.02930 1.02721 1.11421  0.22
8 H -0.17413 -1.26737 0.32070  0.21
9 H -1.89893 0.50922 -0.19504  0.22
10 H -0.04197 -0.47597 -1.38173  0.21
11 H 2.08001 -2.15024 -0.49913  0.13
12 H -0.47164 1.69236 -0.46862  0.22

Cartesian forces, eV/Å:
Cl 0.51 2.10 -1.16
Cl 0.06 0.14 -0.61
S 0.10 1.42 0.11
C 2.92 -0.19 -2.37
C -1.67 0.77 -2.31
C -3.71 -4.65 1.38
H 0.55 0.45 2.02
H 0.71 0.49 -0.13
H 1.37 0.52 -0.23
H 0.52 -0.04 2.30
H -0.53 -0.31 0.24
H -0.83 -0.69 0.76

Results
charge = 0
ΔE to the lowest compared entry with this formula, charge and spin = 1.782 eV
multiplicity = 1
max |F| = 6.1 eV Å⁻¹
E_LUMO = 0.023 hartree



12 unconnected molecules or ions with the total composition C5H36N2O12 at a distorted geometry, computed with ωB97M-V with the def2-TZVPD basis set.

Each line ends with the natural charge from an NBO analysis.
CARTESIAN COORDINATES (ANGSTROEM)
1 O -1.35615 2.52516 3.01170  -0.98
2 O -2.09712 -2.55358 1.53173  -0.99
3 O -1.69375 1.03499 -3.77758  -0.98
4 O 0.10607 -3.41007 2.36706  -1.01
5 O 0.62646 3.41971 1.72091  -0.97
6 O 3.60847 -1.92893 0.61107  -0.94
7 O 0.05618 -0.96689 3.62431  -0.97
8 O 0.94838 -3.06856 -0.13768  -0.99
9 O -0.66832 -0.96757 -0.12013  -0.83
10 O -3.26689 -0.79185 -1.20112  -0.98
11 O 3.35146 1.51506 1.50171  -0.94
12 O -3.41582 1.06894 0.96770  -0.97
13 N 0.62829 2.34707 -1.10491  -0.63
14 N 0.58985 -1.82460 -2.68814  -0.85
15 C 0.33143 0.91479 -1.19579  -0.08
16 C -0.03396 0.26830 0.14139  -0.10
17 C 1.70663 0.37420 -1.79001  -0.42
18 C -0.51811 3.23675 -0.99885  -0.43
19 C 1.81682 -1.08252 -2.38408  -0.23
20 H -0.80418 3.07122 3.60678  0.50
21 H -2.75187 -2.09827 2.07767  0.49
22 H 3.05341 1.78849 0.62539  0.46
23 H -3.26655 0.74985 0.05331  0.50
24 H -0.23469 -1.48267 -2.22932  0.36
25 H 1.50819 3.01756 1.73659  0.47
26 H 4.30434 1.47963 1.42821  0.48
27 H 0.41269 -3.18812 1.44524  0.51
28 H -1.37262 -2.89467 2.09849  0.51
29 H 2.65272 -1.86513 0.59705  0.48
30 H -1.77634 0.74714 -4.68249  0.49
31 H -2.29275 -0.73487 -1.32856  0.49
32 H 0.86019 0.01880 0.75212  0.16
33 H -1.44301 2.86939 -0.54921  0.17
34 H -0.64777 0.93795 0.73310  0.20
35 H 3.86443 -2.48864 -0.12671  0.47
36 H 2.36103 -0.99276 -3.32437  0.19
37 H -3.40325 -1.72684 -1.04016  0.48
38 H -0.37029 4.15113 -0.42393  0.23
39 H 0.09606 -0.50863 2.77402  0.48
40 H -1.18253 -1.47077 0.54495  0.53
41 H -0.44598 0.77440 -1.94474  0.22
42 H -2.28150 2.45114 3.25552  0.50
43 H 0.68603 -4.10022 2.68956  0.50
44 H 0.56045 -3.63787 -0.81694  0.51
45 H 0.54831 -2.18742 -0.23603  0.50
46 H 2.46422 -1.63494 -1.72033  0.18
47 H -2.48968 1.22756 -3.26322  0.50
48 H -0.30982 -1.85063 3.64166  0.49
49 H 0.33912 -1.59906 -3.65082  0.35
50 H -0.79428 3.56518 -2.00748  0.18
51 H 2.51721 0.60374 -1.10537  0.19
52 H 1.24295 2.55680 -0.33528  0.35
53 H 1.83293 1.02128 -2.66681  0.22
54 H 0.00893 2.71632 1.97271  0.49
55 H -4.16602 0.60350 1.34013  0.47

Cartesian forces, eV/Å:
O 0.56 -0.12 0.14
O -0.56 0.42 -0.27
O 1.05 0.24 1.08
O 0.32 -0.05 -0.25
O 0.92 -0.09 -0.03
O 0.60 0.32 0.26
O 0.32 1.29 1.05
O 0.38 -0.55 0.49
O -0.17 -0.57 -1.32
O 0.75 0.31 -0.59
O -0.60 0.28 -0.14
O 0.56 0.43 -0.21
N -0.83 0.31 0.48
N -0.20 0.16 -1.29
C 2.49 0.01 -0.07
C 0.39 -0.17 0.64
C -1.64 -0.25 -1.53
C -0.85 0.78 -0.82
C 0.07 0.92 0.68
H -1.14 -0.33 -0.11
H 0.32 -0.10 -0.05
H 0.18 -0.15 0.02
H -0.57 -0.25 0.85
H 0.00 0.23 0.88
H -0.18 0.14 0.32
H 0.33 -0.10 0.04
H 0.17 -0.63 0.41
H -0.38 -0.26 0.10
H -0.08 -0.30 -0.18
H -1.00 0.04 -0.06
H -0.65 -0.08 0.30
H 0.03 0.60 -0.33
H 0.04 -0.76 0.19
H -0.46 0.10 0.09
H -0.29 -0.07 0.01
H 0.10 -0.05 0.07
H -0.15 -0.21 0.15
H 0.74 -0.21 -0.03
H -0.40 -0.90 0.19
H -0.25 0.62 0.72
H -0.11 -0.03 0.13
H 0.20 0.25 0.30
H 0.07 -0.11 0.04
H 0.11 0.44 -0.02
H -0.49 0.04 -0.54
H -0.05 -0.55 0.17
H -0.15 -0.33 -1.07
H 0.19 0.06 -1.01
H 0.26 -0.34 0.01
H -0.06 -0.08 -0.01
H 0.11 -0.23 0.22
H 0.06 -0.19 0.18
H 0.11 0.13 0.37
H -0.04 0.14 -0.23
H -0.11 -0.20 -0.39

Results
SMILES string = CN[C@H](CO)CCN.O.O.O.O.O.O.O.O.O.O.O
charge = 0
ΔE to the lowest compared entry with this formula, charge and spin = 3.014 eV
multiplicity = 1
max |F| = 2.5 eV Å⁻¹
E_LUMO = 0.009 hartree



Which of these has the highest max |F|?
C3H6Cl2S